1.
29
Properties=species:S:1:pos:R:3:forces:R:3 method="wB97M-V/def2-TZVPD" homo_energy_ev=-7.33 gap_ev=6.9 de_lowest_kcal_mol=235.25
C -0.27423 -1.28115 5.69654 0.7 2.0 -3.3
H 0.11489 -1.78270 6.46312 1.5 -2.6 2.9
O 0.55910 -1.74129 4.47310 -2.9 -0.3 6.0
C 0.25787 -1.12249 3.38743 -0.5 2.9 -1.1
C -0.61971 0.10639 3.22510 1.4 -4.9 3.8
C -0.84740 0.37577 1.96195 -0.5 1.6 -3.0
C -0.24400 -0.21429 0.90941 7.3 -3.5 -2.2
C 0.94162 -1.16965 1.12324 -2.2 -1.9 0.1
C 1.07351 -1.69412 2.42129 -3.4 5.5 -4.6
H 1.63198 -2.49003 2.54321 2.8 -3.7 1.3
H 1.53041 -1.83979 0.29090 -1.6 2.5 1.7
C -0.09155 0.36218 -0.40254 -4.0 3.5 1.4
C 0.32103 0.21895 -1.59417 5.9 -9.5 -2.2
C 0.13380 0.55407 -2.96387 -3.6 6.8 2.3
N -0.66787 1.71133 -2.95331 1.8 -4.2 0.4
N -1.09012 2.09909 -4.10906 3.8 -3.5 -2.9
C -0.56226 1.94462 -5.38868 6.9 -8.9 6.3
O -0.81839 2.43976 -6.35410 -3.5 5.4 -7.5
C 0.64867 0.75566 -5.40170 -6.0 2.5 11.2
C 0.72529 0.05460 -4.09865 1.2 2.8 -5.1
H 1.54731 -0.59550 -3.94794 0.3 -1.3 0.0
H 0.97208 0.24314 -6.13567 2.6 -2.7 -5.8
H -1.61744 2.82132 -4.18328 -4.8 6.0 0.7
H 0.98651 -0.96258 -1.63621 -1.4 3.0 -0.2
H -0.64995 1.24824 -0.55770 -1.4 1.7 1.0
H -1.41687 1.19865 1.63676 -1.2 1.0 0.1
H -1.30888 0.45424 4.01380 0.9 -0.1 -0.3
H 0.15998 -0.26932 5.87154 -1.3 -0.2 -0.3
H -1.39535 -1.42509 5.70949 1.4 0.4 -0.8

2.
34
Properties=species:S:1:pos:R:3:forces:R:3 method="wB97M-V/def2-TZVPD" charge=-1 homo_energy_ev=-4.11 gap_ev=7.1 de_lowest_kcal_mol=0.00
Pt -1.86989 0.96967 -1.14992 0.0 -0.1 -1.7
N -2.04794 5.30683 -1.05622 0.0 0.0 -0.1
C -1.75796 3.95208 -1.11464 0.1 0.2 0.0
S -3.05842 2.86557 -0.78185 -0.4 -0.2 0.3
N -0.53919 3.63235 -1.41076 -0.2 -0.2 -0.3
N -0.36917 2.24574 -1.54403 0.2 0.7 0.9
C 0.85194 1.87390 -1.37688 0.1 -0.2 -0.4
C 1.37702 0.53093 -1.48887 -0.1 0.2 0.2
C 2.75475 0.35559 -1.30105 0.0 0.0 0.0
C 3.35663 -0.87667 -1.42898 -0.1 0.0 0.0
C 2.54920 -1.97832 -1.74816 0.0 0.0 0.0
C 1.19349 -1.84207 -1.92557 0.0 0.0 0.0
C 0.55259 -0.58400 -1.79803 -0.1 0.1 -0.2
O -0.71991 -0.49691 -2.00881 0.3 -0.5 0.4
H -2.80425 5.54511 -0.43715 0.0 0.0 0.0
H -1.23094 5.89137 -0.97905 0.0 0.0 0.0
H 1.55594 2.66900 -1.14264 0.1 0.0 -0.2
H 3.35239 1.22715 -1.05151 0.0 0.0 0.0
H 4.42290 -0.99113 -1.28625 0.0 0.0 0.0
H 3.00004 -2.95947 -1.85130 0.0 0.0 0.0
H 0.56236 -2.69162 -2.15365 0.0 0.0 0.0
C -0.60856 -3.74817 3.00895 0.0 0.0 0.0
C -0.85189 -2.39521 2.39785 -0.1 0.0 0.0
C -0.10929 -1.28640 2.79943 0.0 0.0 0.0
C -0.41177 -0.08477 2.17725 -0.1 -0.5 0.0
N -1.33675 -0.00892 1.23925 0.4 0.3 0.6
C -1.99342 -1.12545 0.89404 -0.4 0.2 -0.4
S -3.13745 -0.88764 -0.42943 0.1 0.1 0.6
N -1.79962 -2.32291 1.46493 0.0 0.0 0.0
H -0.90179 -3.75440 4.06124 0.0 0.0 0.0
H 0.44981 -4.00950 2.95773 0.0 0.0 0.0
H -1.19115 -4.49652 2.47683 0.0 0.0 0.0
H 0.66364 -1.36591 3.55267 0.0 0.0 0.0
H 0.09669 0.84068 2.43460 0.0 0.0 0.0

3.
27
Properties=species:S:1:pos:R:3:forces:R:3 method="wB97M-V/def2-TZVPD" homo_energy_ev=-7.61 gap_ev=7.8 de_lowest_kcal_mol=0.00
C -4.40520 -0.00318 0.26797 0.2 0.9 -0.6
C -3.53987 1.08761 0.13548 -0.8 -0.7 0.0
C -3.92217 -1.31377 0.39942 -1.2 0.6 -0.3
C 4.18924 0.89571 0.48544 1.8 -1.8 0.8
C 4.48666 -0.46835 0.15390 0.5 0.3 0.1
C -2.20488 0.87480 0.02247 1.1 2.6 0.0
C -2.52677 -1.44106 0.36924 -0.6 -0.3 0.7
C 2.89344 1.25394 0.59908 -1.1 -0.3 -1.3
C 3.48131 -1.37998 -0.15621 0.9 1.4 0.2
C -1.66455 -0.34916 0.22657 -0.6 -1.7 0.0
C 1.86454 0.34869 0.28015 0.1 0.0 0.4
C 2.14408 -0.99416 -0.03460 -0.5 0.5 0.2
C -0.23283 -0.53410 0.28670 0.0 -0.9 -1.2
N 0.49228 0.58370 0.38813 1.6 -0.2 0.2
P 0.65179 -1.95669 -0.12513 -0.1 -0.1 0.2
H -5.43332 0.27983 0.08009 -0.3 -0.6 0.6
H -3.87099 2.10450 0.13696 -0.6 0.3 -0.3
H -4.77487 -2.08101 0.51609 2.2 0.7 -0.2
H 5.04359 1.52504 0.82797 -1.0 -0.3 -0.6
H 5.55929 -0.76792 0.21087 -1.0 0.1 -0.4
H -1.56009 1.76759 -0.19470 -0.8 -0.8 0.2
H -2.01936 -2.36161 0.55544 -0.1 -0.8 0.0
H 2.63212 2.25622 0.69743 -0.4 1.7 0.7
H 3.73573 -2.32577 -0.56545 0.2 -0.9 0.1
H -0.41241 0.75029 -2.55750 -0.5 0.1 -2.3
H -0.00830 1.45079 0.35514 0.6 0.5 0.4
H -0.59843 0.79805 -3.36098 0.5 -0.1 2.3

4.
27
Properties=species:S:1:pos:R:3:forces:R:3 method="wB97M-V/def2-TZVPD" homo_energy_ev="-6.96 / -7.06" gap_ev="5.4 / 5.6" de_lowest_kcal_mol=189.87
C -0.48414 2.09350 -3.59418 0.5 -0.2 -0.8
C -1.72675 1.51648 -3.85387 -1.5 0.7 -4.1
C 0.31079 1.45786 -2.61107 -0.6 2.9 0.5
C -2.27411 0.45013 -3.19510 1.0 -0.5 2.4
C -0.26706 0.59430 -1.72794 -0.6 -0.9 0.5
C -1.58484 0.12340 -1.98905 0.9 -0.7 0.5
C -2.25906 -0.71698 -1.09629 -0.1 0.2 1.4
C -0.72962 -0.24887 2.34748 2.1 -0.5 -1.3
C -1.00298 0.99720 3.12388 0.9 0.0 0.6
C -1.69604 -0.64854 1.34142 1.1 -1.1 -1.5
C 1.09409 0.22955 3.78883 -1.3 -1.4 -0.9
C 0.53979 -0.71733 2.61213 -0.5 2.2 1.7
C 1.47514 -1.76147 2.00641 0.6 3.6 2.6
O -1.92647 1.75033 3.00888 0.6 -0.4 0.4
O 0.08234 1.21309 4.01364 -1.2 -0.5 -0.8
H -0.08439 2.97607 -4.24311 -0.9 -1.8 1.4
H -2.27775 1.78779 -4.82211 0.8 0.1 1.5
H 1.05543 2.11678 -2.19253 1.2 -0.6 -0.4
H -3.15863 -0.16788 -3.35913 0.1 0.8 -0.6
H 0.24792 0.25306 -0.80405 -0.5 0.5 -0.7
H -2.63619 -0.44902 1.71060 -2.4 0.6 0.0
H -1.65748 -1.59106 0.81870 0.4 -0.4 0.8
H 1.29455 -0.33920 4.74809 0.0 0.7 -1.1
H 1.93963 0.77131 3.38999 0.7 -0.1 0.3
H 2.33914 -1.12711 1.60218 -1.0 -1.4 0.2
H 0.89417 -2.28407 1.34196 -0.6 -1.6 -1.9
H 1.79794 -2.32929 2.88964 0.3 -0.3 -0.7

5.
43
Properties=species:S:1:pos:R:3:forces:R:3 method="wB97M-V/def2-TZVPD" charge=+1 homo_energy_ev="-13.90 / -13.89" gap_ev="4.3 / 4.3"
Pd 1.68632 1.84613 -1.65712 1.0 0.3 1.0
O 3.79702 -1.70387 -1.27352 0.5 0.0 -0.1
C 2.86192 -1.03967 -1.62182 -1.3 -1.1 0.8
O 2.78722 0.17593 -1.95082 0.3 1.4 -0.3
C 1.49282 -1.80437 -1.68572 2.7 -0.1 -0.1
C 1.50852 -3.18097 -1.61432 0.2 -0.1 -0.3
C 0.31152 -3.88407 -1.60982 0.9 1.2 -0.1
C -0.91128 -3.21927 -1.67022 -1.5 1.1 -0.3
C -0.91538 -1.85457 -1.77482 -1.3 -1.4 0.4
C 0.28342 -1.06477 -1.77842 -1.2 3.3 0.2
O 0.15822 0.20433 -1.81102 0.0 -3.2 -0.7
N -2.16108 -1.08237 -1.85982 -0.1 -0.2 0.4
O -2.85868 -1.13477 -0.87522 -0.2 -0.2 0.2
O -2.34778 -0.43567 -2.84682 0.1 0.1 -0.7
N 0.32892 -5.35167 -1.53412 -0.2 -0.2 0.1
O 1.40102 -5.88347 -1.47732 0.6 -0.1 0.0
O -0.75378 -5.87527 -1.53192 -0.6 -0.3 0.0
H 2.44232 -3.72717 -1.55672 0.1 0.2 0.1
H -1.83288 -3.78837 -1.64562 0.0 0.1 0.0
O 1.49912 1.68473 0.62468 0.5 0.0 -1.1
C 0.42482 1.66053 1.25888 0.2 0.2 0.1
C 0.44682 1.66573 2.76818 0.1 0.1 -0.1
C -0.00048 0.31753 3.36178 -0.1 -0.3 -0.1
C -0.80288 -0.55647 2.39418 -0.2 0.2 0.4
C -2.13708 0.05973 1.97998 -0.1 -0.3 -0.3
C -2.00828 1.46063 1.36088 -0.4 -0.1 0.6
N -0.75528 1.62943 0.65898 -0.1 0.0 -0.9
H -0.21738 2.47183 3.08998 0.1 0.0 0.0
H 1.45712 1.90263 3.10188 -0.1 0.1 -0.2
H -0.59828 0.50693 4.25368 0.0 0.0 0.0
H 0.87662 -0.24497 3.68158 0.0 0.1 0.0
H -1.00458 -1.51077 2.88258 0.0 -0.1 -0.1
H -0.19278 -0.76777 1.50898 0.0 -0.1 0.0
H -2.80198 0.11793 2.84108 0.0 0.0 0.0
H -2.61288 -0.60267 1.25088 0.0 0.1 0.3
H -2.08048 2.22333 2.14278 0.0 0.0 -0.2
H -2.82398 1.63233 0.66038 0.1 0.1 0.0
H -0.76848 1.66423 -0.36142 0.0 0.2 0.5
F 0.19722 6.15653 -1.15772 -0.9 0.2 0.2
B 1.43622 5.94643 -1.50052 0.1 -0.3 0.3
F 1.05712 3.63463 -1.71682 -0.4 -1.1 0.1
F 1.81412 6.07443 -2.73682 0.3 0.2 -1.0
F 2.31722 5.67683 -0.57302 0.6 0.0 0.6

6.
37
Properties=species:S:1:pos:R:3:forces:R:3 method="wB97M-V/def2-TZVPD" charge=+1 homo_energy_ev=-12.30 smiles="C/C(Br)=C(/Br)c1cc(C(=O)ON=C=O)c(P(O)Br)c[n+]1C[C@H](C)O" gap_ev=6.8
C 2.96002 1.81369 2.13746 1.1 0.0 0.0
C 3.18472 0.19158 2.21612 -3.6 -1.7 -1.4
Br 4.83799 -0.59626 3.02222 -2.0 1.3 -1.0
C 2.14869 -0.75184 1.71301 1.8 2.3 0.4
Br 2.48821 -2.75611 1.85981 -0.8 2.5 -0.4
C 0.69291 -0.32516 1.05572 -3.0 -0.2 0.5
C -0.64829 -0.83963 1.89967 -0.7 2.0 -3.6
C -2.15270 -0.48253 1.35459 3.4 0.4 -1.2
C -3.42006 -1.08453 2.25058 -4.5 3.4 2.2
O -4.42113 -0.34499 2.74027 7.4 -5.3 -3.5
O -3.33817 -2.55714 2.52834 -1.0 4.9 1.7
N -3.12232 -3.16299 1.34718 6.1 -5.4 -1.8
C -1.96147 -3.94362 1.40432 5.7 1.3 -3.4
O -0.69540 -4.33639 1.09212 -10.9 2.8 2.8
C -2.30673 0.41537 -0.00849 5.5 -0.2 1.1
P -4.03589 0.90620 -0.70228 -0.6 -0.4 -1.1
O -3.84777 1.37691 -2.39404 -0.7 1.2 2.8
Br -4.60333 2.79239 0.45772 0.8 -0.6 -0.7
C -0.88767 0.86853 -0.76664 -1.0 -2.1 3.6
N 0.49731 0.46855 -0.21772 -2.6 -0.6 2.0
C 1.68503 0.92575 -1.05340 0.4 -0.2 -1.4
C 1.84873 -0.10181 -2.36180 -1.7 0.5 -0.7
C 1.03265 0.56192 -3.65813 1.0 0.0 0.3
O 1.21180 -1.41190 -2.06327 -0.1 1.7 -0.7
H 3.50595 2.37214 3.03012 -1.2 -1.5 -1.9
H 1.83229 2.15570 2.14271 2.2 -1.1 -0.1
H 3.49546 2.18598 1.14383 -1.2 -0.7 2.1
H -0.48942 -1.48938 2.87416 -0.3 1.6 -2.3
H -4.49437 2.15337 -2.52471 1.4 -1.5 0.2
H -0.93509 1.51404 -1.75488 0.3 -1.5 2.4
H 2.70898 0.89886 -0.48699 -2.5 0.2 -0.7
H 1.40705 1.98976 -1.49315 0.8 -2.2 1.3
H 3.01412 -0.18614 -2.55996 -2.7 -0.3 0.3
H 1.31349 1.70344 -3.72710 -0.7 -2.2 0.1
H 1.39725 0.05319 -4.65490 -1.0 0.9 2.1
H -0.13879 0.42516 -3.50416 2.5 0.3 -0.5
H 0.23596 -1.40213 -2.33832 2.2 0.3 0.4

| no. | energy (Eh) |
| --- | --- |
| 1 | -762.2126 |
| 2 | -1767.4267 |
| 3 | -898.6272 |
| 4 | -652.7436 |
| 5 | -1821.1273 |
| 6 | -9051.4496 |